The following is a quantum chemistry calculation of a molecular structure, C21H27ClN3NiS3Te at a distorted geometry, from the Open Molecules 2025 dataset.

Geometry (Å):
Ni: 0.0912 1.9199 1.5211
C: 0.8789 -1.7253 4.1668
C: 0.6057 -0.8227 3.0637
S: 0.8018 0.9341 3.3971
C: 0.3778 -1.2369 1.7805
C: 0.3581 -2.6824 1.2183
S: 0.1430 -0.0649 0.4127
H: 1.6649 -1.3282 4.7964
H: 1.2613 -2.6646 3.7587
H: 0.0158 -1.9770 4.7479
H: 1.3016 -2.8642 0.6539
H: -0.4682 -2.6412 0.5587
H: 0.1248 -3.5193 1.9411
S: -5.3885 -0.7851 -1.1399
C: -4.6534 0.4598 -1.9768
N: -4.0351 1.3530 -2.3979
Te: 3.7067 1.9131 -1.5872
C: 2.2857 1.3104 -2.9767
C: 0.9358 1.4383 -2.7914
C: 0.0232 0.9563 -3.7315
C: 0.4813 0.4228 -4.9384
C: 1.8688 0.3649 -5.1849
C: 2.7391 0.7679 -4.1988
C: 4.2095 -0.0949 -1.0925
C: 4.7370 -1.0152 -2.0158
C: 4.8694 -2.3350 -1.6780
C: 4.3935 -2.7866 -0.4267
C: 3.8786 -1.8710 0.4804
C: 3.8144 -0.5313 0.1591
H: 0.5321 1.7741 -1.8441
H: -1.0629 0.9905 -3.4583
H: -0.2855 0.1394 -5.7126
H: 2.1752 0.0061 -6.1599
H: 3.8232 0.7620 -4.3920
H: 5.0614 -0.6572 -3.0075
H: 5.3422 -3.0672 -2.3439
H: 4.3874 -3.8536 -0.2350
H: 3.4168 -2.0952 1.3944
H: 3.4374 0.1481 0.9291
N: -4.5453 0.6917 1.2980
C: -4.1214 2.0719 0.8377
C: -2.6609 1.9823 0.5347
N: -1.9797 1.8691 1.8242
C: -2.3743 0.6851 2.5949
C: -3.9338 0.4494 2.6335
H: -4.2058 -0.0044 0.6157
H: -5.5700 0.5352 1.3885
H: -4.3063 2.7449 1.6803
H: -4.8121 2.3324 0.0172
H: -2.3304 2.8368 0.0267
H: -2.3783 1.1261 -0.0563
H: -2.2397 2.6583 2.3821
H: -2.0969 0.7587 3.6263
H: -1.9188 -0.1993 2.1846
H: -4.4043 1.1629 3.3104
H: -4.2191 -0.5583 3.0335
Cl: 0.2472 3.8153 0.3777

Force components x, y, z for each atom (eV/Å):
0.25 -0.57 -0.09
0.99 -1.28 0.16
-0.22 1.35 -2.83
-0.06 -0.54 0.58
0.28 0.26 0.14
0.52 0.34 1.51
0.21 -0.67 0.67
0.02 0.14 0.37
-0.03 -0.14 0.12
-0.61 0.03 0.63
-0.74 -0.07 0.35
-0.67 -0.41 -1.11
0.58 0.98 -0.46
-0.32 -0.33 -0.38
0.54 0.28 0.43
-0.33 -0.15 -0.19
0.46 -0.05 0.33
0.42 -0.34 -1.41
-0.98 -0.54 0.72
-0.65 -0.13 -0.14
-0.77 0.35 -0.25
-1.44 -0.20 -0.04
0.95 0.56 0.10
-0.16 0.09 -0.24
0.24 1.28 -0.47
-0.06 -1.18 0.85
0.02 0.22 -0.52
0.37 -0.06 -1.11
0.14 0.54 0.18
0.16 0.29 0.01
1.07 0.00 -0.53
1.08 0.11 0.83
0.37 -0.01 0.14
-0.58 -0.12 0.07
-0.18 -0.24 0.61
-0.32 0.41 0.09
0.09 0.07 0.20
-0.26 -0.91 1.23
-0.09 -0.08 -0.51
-0.09 0.14 1.51
-1.86 -0.58 -0.74
-0.46 -0.62 0.98
0.39 -0.43 0.53
-2.00 -0.59 -0.47
0.62 -0.22 0.64
-0.47 -0.13 -0.44
0.86 0.34 -0.69
-0.03 0.01 -0.12
0.71 -0.07 0.10
0.60 1.28 -0.66
-0.13 -0.38 -0.38
0.13 0.80 0.28
0.63 0.25 0.42
0.42 -0.21 -0.30
-0.01 0.16 0.01
0.48 0.69 -0.66
-0.09 0.28 -0.06

Summary:
⟨S²⟩ = 2.009
multiplicity = 3
HOMO-LUMO gap (alpha / beta) = 0.215 / 0.217 hartree
E_HOMO (alpha / beta) = -4.0 / -4.1 eV
total charge = -1